a | DFT (ωB97M-V with the def2-TZVPD basis set) results for a cluster of 2 separate species, C4H11NO in total.

- spin multiplicity = 1
- E_HOMO (Eh) = -0.346
- HOMO-LUMO gap (eV) = 10.2396

The geometry in XYZ format:
```
17
Properties=species:S:1:pos:R:3:lowdin_charge:R:1
O -2.50 1.08 2.39 -0.06
N 2.15 0.08 -1.38 -0.01
C -0.27 0.19 -1.05 -0.21
C 1.07 0.83 -0.73 -0.31
C -0.23 -1.33 0.96 -0.01
C -0.53 -1.13 -0.32 -0.18
H 1.95 -0.91 -1.29 0.06
H -0.29 0.02 -2.12 0.11
H -1.04 0.90 -0.74 0.10
H 0.22 -0.58 1.60 0.05
H -0.52 -2.24 1.46 0.06
H 1.27 0.90 0.34 0.09
H -0.96 -1.93 -0.89 0.09
H -1.69 1.54 2.14 0.02
H 3.03 0.24 -0.90 0.06
H 1.08 1.84 -1.13 0.10
H -2.73 0.51 1.66 0.02
```

=====

b | DFT (ωB97M-V with the def2-TZVPD basis set) results for a cluster of 2 separate species, C4H11NO in total.

- spin multiplicity = 1
- E_HOMO (Eh) = -0.364
- HOMO-LUMO gap (eV) = 10.6764

The geometry in XYZ format:
```
17
Properties=species:S:1:pos:R:3:lowdin_charge:R:1
O 1.52 -1.45 1.25 0.04
N 1.25 -1.06 -0.94 0.14
C 2.75 0.39 0.35 -0.01
C 1.80 -0.77 0.28 -0.61
C -2.23 0.70 -0.60 -0.17
C -2.23 -0.02 0.75 -0.16
H 3.23 0.40 1.32 0.08
H 2.19 1.31 0.21 0.08
H -3.19 1.18 -0.77 0.06
H 1.41 -0.55 -1.79 0.09
H -1.49 1.51 -0.56 0.06
H -2.91 -0.87 0.78 0.06
H 0.33 -1.48 -0.90 0.10
H -1.93 0.06 -1.43 0.05
H -1.23 -0.32 1.05 0.05
H -2.69 0.63 1.50 0.06
H 3.43 0.33 -0.50 0.08
```

=====

Stability check: which of them is least stable? a.

=====

a | DFT (ωB97M-V with the def2-TZVPD basis set) results for an isolated molecule of C4H11NO.

- spin multiplicity = 1
- E_HOMO (Eh) = -0.334
- HOMO-LUMO gap (eV) = 10.0827

The geometry in XYZ format:
```
17
Properties=species:S:1:pos:R:3:lowdin_charge:R:1
O 1.63 -1.27 -0.20 -0.17
N -1.04 -0.17 -0.65 -0.17
C 0.61 0.79 0.57 -0.21
C 1.78 0.13 -0.19 -0.28
C -1.36 -1.10 0.34 -0.18
C -0.56 1.20 -0.28 -0.20
H 1.09 1.66 0.90 0.09
H -0.24 1.59 -1.19 0.09
H 0.26 0.12 1.38 0.12
H -0.51 -1.51 0.80 0.05
H 2.72 0.25 0.31 0.09
H -1.21 1.94 0.36 0.15
H 1.95 0.33 -1.43 0.18
H -1.84 -0.13 -1.33 0.14
H -1.94 -1.81 -0.22 0.09
H -1.90 -0.62 1.23 0.12
H 0.57 -1.40 -0.40 0.12
```

=====

b | DFT (ωB97M-V with the def2-TZVPD basis set) results for an isolated molecule of C4H11NO.

- spin multiplicity = 1
- E_HOMO (Eh) = -0.307
- HOMO-LUMO gap (eV) = 9.2111

The geometry in XYZ format:
```
17
Properties=species:S:1:pos:R:3:lowdin_charge:R:1
O -1.27 -1.73 0.47 -0.13
N 0.11 0.34 0.38 -0.11
C -0.24 -2.04 -0.45 -0.21
C 0.10 1.47 -0.52 -0.31
C 0.63 2.68 0.25 -0.13
C 0.80 -0.85 -0.05 -0.19
H -0.07 -3.10 -0.26 0.11
H 1.36 3.02 -0.42 0.03
H -1.94 -1.04 0.26 0.11
H 1.04 2.44 1.24 0.07
H -0.90 1.77 -1.14 0.13
H 0.81 1.20 -1.46 0.14
H 1.21 -1.43 0.91 0.14
H -0.11 3.60 0.37 0.10
H 1.62 -0.67 -0.61 0.06
H -0.81 0.11 0.81 0.11
H -0.49 -2.02 -1.49 0.09
```

=====

Stability check: which of them is least stable? b.

=====

a | DFT (ωB97M-V with the def2-TZVPD basis set) results for a cluster of 2 separate species, C4H7N2S in total.

- total charge = +1
- spin multiplicity = 1
- E_HOMO (alpha / beta) (Eh) = -0.497 / -0.497
- HOMO-LUMO gap (alpha / beta) (eV) = 8.1511 / 8.1506

The geometry in XYZ format:
```
14
Properties=species:S:1:pos:R:3:lowdin_charge:R:1
S 1.00 -1.58 -0.78 1.09
N -2.19 -1.28 1.53 0.05
N 2.51 0.23 -1.28 0.04
C -1.14 -0.44 1.02 -0.30
C -0.20 -1.06 0.04 -0.40
C 0.74 1.85 -0.93 0.05
C 1.82 1.17 -1.11 -0.28
H -1.78 -2.19 1.67 0.09
H -0.37 -0.06 1.75 0.16
H -2.95 -1.45 0.93 0.07
H 0.67 2.53 -0.16 0.06
H -1.53 0.49 0.58 0.13
H 3.48 0.04 -1.68 0.17
H -0.06 1.76 -1.57 0.06
```

=====

b | DFT (ωB97M-V with the def2-TZVPD basis set) results for the ion C4H7N2S with charge +1.

- total charge = +1
- spin multiplicity = 1
- E_HOMO (Eh) = -0.500
- HOMO-LUMO gap (eV) = 8.3594

The geometry in XYZ format:
```
14
Properties=species:S:1:pos:R:3:lowdin_charge:R:1
S 3.18 -0.24 -0.05 0.97
N -1.46 0.14 -0.41 0.08
N -0.12 -1.71 -0.01 0.14
C 1.57 0.02 -0.48 -0.49
C -0.60 1.14 -0.16 -0.04
C 0.76 1.04 0.01 -0.14
C -1.26 -1.19 -0.09 -0.20
H -2.43 0.41 -0.56 0.16
H 1.24 1.85 0.54 0.12
H -1.06 2.11 0.01 0.15
H 1.25 -0.60 -1.30 0.08
H 3.25 0.64 0.97 -0.07
H -0.06 -2.66 0.33 0.10
H -2.21 -1.70 0.10 0.15
```

=====

Stability check: which of them is least stable? a.

=====

a | DFT (ωB97M-V with the def2-TZVPD basis set) results for a cluster of 2 separate species, C4H7N2S in total.

- total charge = +1
- spin multiplicity = 1
- E_HOMO (alpha / beta) (Eh) = -0.511 / -0.510
- HOMO-LUMO gap (alpha / beta) (eV) = 8.1207 / 8.6425

The geometry in XYZ format:
```
14
Properties=species:S:1:pos:R:3:lowdin_charge:R:1
S 1.41 -0.96 -0.30 1.03
N -1.69 0.09 0.92 0.14
N -0.72 -2.53 0.05 0.08
C 2.57 1.56 -0.28 -0.03
C -0.14 -1.36 0.10 -0.52
C -2.22 0.75 0.08 -0.13
C 1.42 0.93 -0.09 -0.36
H 0.45 1.37 0.25 0.06
H -3.16 1.21 0.38 0.11
H -2.08 1.05 -1.01 0.13
H -0.18 -3.44 -0.02 0.17
H 3.49 1.12 -0.65 0.08
H -1.56 -2.41 0.69 0.15
H 2.41 2.63 -0.11 0.09
```

=====

b | DFT (ωB97M-V with the def2-TZVPD basis set) results for the ion C4H7N2S with charge +1.

- total charge = +1
- spin multiplicity = 1
- E_HOMO (Eh) = -0.503
- HOMO-LUMO gap (eV) = 9.4289

The geometry in XYZ format:
```
14
Properties=species:S:1:pos:R:3:lowdin_charge:R:1
S -0.16 1.58 0.10 1.07
N -0.38 -0.97 0.06 0.04
N 1.85 0.06 -0.13 0.06
C -1.68 -0.48 -0.30 -0.26
C 0.57 -0.01 0.10 -0.55
C -1.84 0.93 0.08 -0.39
C 3.07 -0.01 0.04 0.11
H -0.06 -1.92 0.42 0.21
H -2.26 1.57 -0.60 0.05
H -2.48 -1.20 0.02 0.16
H -1.73 -0.45 -1.35 0.12
H -2.23 0.94 1.17 0.13
H 3.43 -0.20 1.04 0.11
H 3.91 0.17 -0.65 0.12
```

=====

Stability check: which of them is least stable? a.

=====

a | DFT (ωB97M-V with the def2-TZVPD basis set) results for the ion C4H7N2S with charge +1.

- total charge = +1
- spin multiplicity = 1
- E_HOMO (Eh) = -0.503
- HOMO-LUMO gap (eV) = 8.6913

The geometry in XYZ format:
```
14
Properties=species:S:1:pos:R:3:lowdin_charge:R:1
S 2.15 1.40 -0.18 0.94
N -0.38 0.40 -0.59 -0.02
N 0.57 0.98 2.02 0.05
C -0.48 0.18 1.99 -0.14
C -0.79 -0.24 0.71 -0.05
C 1.04 0.21 -1.24 -0.25
C 1.47 0.52 1.18 -0.47
H -1.06 0.26 -1.36 0.18
H -1.57 -0.92 0.43 0.11
H 1.68 -0.50 1.40 0.10
H 1.52 -0.79 -1.10 0.11
H -1.01 -0.01 2.93 0.14
H 0.78 0.68 -2.21 0.11
H -0.31 1.49 -0.41 0.19
```

=====

b | DFT (ωB97M-V with the def2-TZVPD basis set) results for a structure of composition C4H7N2S.

- total charge = +1
- spin multiplicity = 1
- E_HOMO (Eh) = -0.473
- HOMO-LUMO gap (eV) = 7.6212

The geometry in XYZ format:
```
14
Properties=species:S:1:pos:R:3:lowdin_charge:R:1
S 0.58 3.68 1.10 0.93
N -0.59 1.43 1.77 0.06
N 0.51 -0.25 -0.22 0.02
C -0.90 0.29 1.51 -0.13
C 0.96 1.07 -0.35 -0.07
C 0.07 2.24 0.96 -0.79
C -0.95 -0.34 0.17 -0.04
H 0.61 -0.74 -1.12 0.20
H -1.28 -1.36 0.40 0.14
H -1.63 0.11 -0.47 0.13
H -1.38 -0.35 2.22 0.13
H 1.79 1.22 0.31 0.09
H 1.20 -0.73 0.41 0.22
H 0.97 1.62 -1.26 0.11
```

=====

Stability check: which of them is least stable? a.

=====

a | DFT (ωB97M-V with the def2-TZVPD basis set) results for a cluster of 2 separate species, C4H7N2S in total.

- total charge = +1
- spin multiplicity = 1
- E_HOMO (Eh) = -0.467
- HOMO-LUMO gap (eV) = 7.8620

The geometry in XYZ format:
```
14
Properties=species:S:1:pos:R:3:lowdin_charge:R:1
S -1.32 0.92 -0.53 0.96
N -1.24 -1.35 0.49 -0.11
N 3.25 0.98 0.10 0.21
C -0.38 -0.48 0.00 -0.37
C -2.79 0.16 -0.07 -0.39
C -2.51 -1.04 0.47 -0.25
C 2.23 0.78 -0.66 0.12
H 3.04 1.59 0.87 0.15
H -0.78 -2.23 0.73 0.16
H 1.32 1.23 -0.42 0.01
H -3.29 -1.84 0.89 0.19
H 4.10 0.44 -0.04 0.16
H -3.75 0.51 -0.24 0.06
H 2.12 0.32 -1.60 0.11
```

=====

b | DFT (ωB97M-V with the def2-TZVPD basis set) results for the ion C4H7N2S with charge +1.

- total charge = +1
- spin multiplicity = 1
- E_HOMO (Eh) = -0.505
- HOMO-LUMO gap (eV) = 8.4980

The geometry in XYZ format:
```
14
Properties=species:S:1:pos:R:3:lowdin_charge:R:1
S 2.52 0.54 -0.29 0.86
N 0.83 -1.36 0.38 0.02
N -0.29 0.90 0.10 -0.10
C 1.12 -0.19 0.01 -0.71
C 0.00 2.12 0.26 0.12
C 0.82 -2.62 0.11 0.16
C -1.60 0.54 -0.25 -0.05
H 1.11 2.13 0.30 0.03
H -2.37 1.12 0.24 0.11
H 0.74 -3.38 0.94 0.14
H -1.76 -0.53 0.07 0.11
H -0.48 3.00 0.38 0.10
H 1.00 -2.83 -0.91 0.10
H -1.64 0.56 -1.34 0.12
```

=====

Stability check: which of them is least stable? b.